{
  "formula": "C22H32BN4O11PS",
  "method": "ωB97M-V with the def2-TZVPD basis set",
  "total_charge": 0,
  "orbital_gap_ev": 7.2,
  "e_homo_ev": -8.817,
  "smiles": "CCCCOc1c(B(O)O)c(OCCNC[C@@H](C)O)cc2nc(P(O)(O)=S)c(OC#N)nc12.C[C@@H]1COC(=O)O1",
  "elements": ["C", "C", "C", "C", "O", "C", "C", "B", "O", "O", "C", "O", "C", "C", "N", "C", "C", "C", "O", "C", "C", "N", "C", "P", "O", "O", "S", "C", "O", "C", "N", "N", "C", "H", "H", "H", "H", "H", "H", "H", "H", "H", "H", "H", "H", "H", "H", "H", "H", "H", "H", "H", "H", "H", "H", "H", "H", "H", "H", "C", "C", "C", "O", "C", "O", "O", "H", "H", "H", "H", "H", "H"],
  "coordinates": [[-3.10863, 2.00429, -5.90596], [-2.35626, 0.60076, -5.60692], [-2.86996, -0.12241, -4.23813], [-1.87169, 0.27981, -3.01114], [-1.66152, 1.71371, -3.11100], [-0.93491, 2.20577, -1.95941], [0.58602, 2.56080, -2.09736], [1.23923, 2.34205, -3.56997], [1.31196, 1.09623, -4.29404], [1.75983, 3.52407, -4.23957], [1.38750, 3.12593, -0.83283], [2.75757, 3.44720, -1.02485], [3.61421, 2.86000, -0.00999], [4.66360, 1.77619, -0.56513], [4.09806, 0.39684, -0.68757], [3.85264, -0.24225, 0.63464], [3.35889, -1.79878, 0.50703], [1.77507, -1.90398, 0.80415], [3.67372, -2.38496, -0.78451], [0.57240, 3.30589, 0.47171], [-0.95699, 2.94583, 0.61398], [-1.57598, 3.18603, 1.89172], [-2.95893, 2.81871, 1.91383], [-3.90724, 3.10619, 3.54608], [-4.32255, 1.58247, 4.18854], [-2.87703, 3.87834, 4.70571], [-5.40310, 4.30446, 3.26055], [-3.68032, 2.20973, 0.67480], [-5.08520, 1.83955, 0.85597], [-5.03788, 0.41421, 1.01997], [-4.87495, -0.78438, 1.13751], [-3.13053, 1.97085, -0.61867], [-1.74629, 2.37158, -0.59397], [-3.84258, 2.24062, -5.05652], [-2.28820, 2.82118, -5.84925], [-3.58195, 2.02865, -6.94644], [-2.61988, -0.13154, -6.46209], [-1.22114, 0.72195, -5.48579], [-2.96449, -1.25922, -4.37407], [-3.91620, 0.27653, -3.94339], [-2.44036, -0.04256, -2.05288], [-0.90126, -0.33731, -3.08902], [1.80963, 0.42937, -3.76952], [2.15810, 3.27625, -5.10665], [3.06726, 2.38187, 0.87263], [4.24781, 3.72306, 0.43967], [5.05238, 2.06964, -1.60596], [5.56466, 1.78713, 0.17375], [4.83559, -0.14586, -1.17838], [3.01883, 0.27531, 1.25393], [4.82382, -0.26365, 1.26747], [3.90086, -2.44712, 1.29710], [1.43672, -1.34205, 1.74055], [1.51794, -3.01956, 0.96458], [1.23721, -1.48416, -0.13361], [2.80516, -2.52730, -1.23410], [1.11971, 3.70619, 1.39067], [-3.47613, 1.09840, 4.36194], [-1.93676, 3.58771, 4.54238], [-0.41544, -6.94494, 4.46784], [0.48852, -5.89522, 3.85630], [1.43647, -5.26211, 4.83147], [1.69459, -4.00388, 4.21744], [0.58212, -3.69626, 3.48915], [0.37034, -2.62559, 2.99418], [-0.25832, -4.76818, 3.40781], [-0.78515, -6.63069, 5.44789], [-1.29228, -7.11498, 3.83840], [0.11827, -7.89049, 4.59371], [1.01474, -6.31296, 2.99034], [2.35772, -5.83274, 4.95908], [0.99094, -5.07624, 5.81423]],
  "forces_ev_per_a": [[1.42, 0.19, 0.65], [-0.99, -0.84, 0.24], [0.25, 1.15, 0.24], [-1.64, -2.24, -0.67], [1.79, 0.09, 2.86], [2.26, 0.79, 1.18], [-3.09, -0.17, 2.57], [0.94, 1.13, -1.65], [0.67, 1.36, 1.77], [-0.90, -2.71, 0.70], [-4.22, -0.59, 0.54], [-2.63, -1.68, 1.33], [2.16, 0.02, 1.21], [0.03, 0.43, 0.09], [0.54, 0.39, 0.55], [0.14, -1.17, 0.77], [-0.79, 0.23, 0.90], [0.81, -0.26, -0.76], [-1.27, 0.36, 0.54], [0.35, -0.82, -2.65], [0.76, 0.05, -0.83], [-3.19, -2.10, -3.40], [2.27, -0.57, -1.81], [-0.53, 0.93, 1.44], [2.09, 2.05, -1.09], [0.03, -2.54, -2.69], [0.74, -1.05, 0.09], [1.98, 0.49, -1.07], [2.31, -3.93, 0.28], [0.78, -2.36, 0.07], [-1.06, 6.51, -0.59], [1.77, 2.35, 5.82], [1.45, 0.15, -1.19], [0.86, -0.37, -1.50], [-1.53, -1.13, -0.24], [0.52, -0.04, 1.64], [0.77, 1.19, 1.26], [-1.70, -0.14, -0.56], [0.41, 1.69, 0.41], [1.63, -0.66, -0.58], [1.20, 0.88, -1.30], [-1.20, 1.30, 0.09], [-0.77, 0.47, -0.39], [-0.47, 0.14, 0.92], [0.34, 0.78, -1.47], [-1.10, -1.33, -0.84], [-0.63, -0.21, 1.59], [-1.34, 0.12, -1.05], [-0.99, 0.19, 0.49], [1.53, -0.56, -1.23], [-1.39, 0.25, -0.77], [-0.70, 1.23, -1.20], [0.75, -0.76, -1.63], [0.28, 1.92, -0.52], [0.65, -0.66, 1.53], [1.14, 0.23, 0.46], [-1.08, -0.62, -1.40], [-0.93, 0.22, -0.08], [-1.03, 0.46, 0.24], [-0.30, 0.03, 0.06], [-0.47, -1.10, 0.36], [0.58, -0.27, 0.28], [-0.43, 0.32, -0.42], [-0.39, 0.84, -0.21], [-0.16, -1.13, 1.03], [0.51, 0.80, -0.09], [0.07, 0.05, -0.09], [0.19, -0.06, -0.05], [-0.02, 0.11, -0.07], [0.07, 0.09, 0.08], [0.02, 0.24, -0.09], [-0.11, -0.15, -0.11]],
  "lowdin_charge": [-0.12, -0.24, -0.16, -0.20, -0.13, -0.05, 0.13, -0.47, 0.08, 0.10, -0.12, -0.08, -0.17, -0.20, -0.09, -0.18, -0.36, -0.07, -0.09, 0.06, -0.14, 0.08, -0.21, 0.32, -0.24, -0.27, 0.30, -0.20, -0.03, -0.21, 0.15, 0.20, -0.06, 0.07, 0.07, 0.07, 0.10, 0.10, 0.11, 0.11, 0.12, 0.13, 0.11, 0.11, 0.11, 0.14, 0.13, 0.12, 0.11, 0.11, 0.12, 0.14, 0.08, 0.09, 0.10, 0.09, 0.11, 0.08, 0.07, -0.02, -0.35, -0.11, 0.07, -0.52, 0.11, 0.09, 0.09, 0.09, 0.09, 0.16, 0.14, 0.14]
}

{
  "formula": "C22H32BN8O5Pb",
  "method": "ωB97M-V with the def2-TZVPD basis set",
  "total_charge": 2,
  "orbital_gap_ev": [9.1, 4.7],
  "e_homo_ev": [-14.392, -14.389],
  "s2": 0.768,
  "multiplicity": 2,
  "elements": ["Pb", "C", "C", "O", "C", "C", "O", "C", "C", "O", "C", "C", "O", "C", "C", "O", "H", "H", "H", "H", "H", "H", "H", "H", "H", "H", "H", "H", "H", "H", "H", "H", "H", "H", "H", "H", "C", "C", "N", "N", "C", "B", "N", "C", "C", "C", "N", "N", "C", "C", "C", "N", "N", "C", "C", "C", "N", "H", "H", "H", "H", "H", "H", "H", "H", "H", "H", "H", "H"],
  "coordinates": [[-0.07674, 0.31977, -0.59202], [1.86099, -2.45793, -1.67150], [1.41008, -2.12941, -3.07681], [0.32253, -1.21824, -3.02435], [0.09115, -0.59307, -4.28243], [-1.00796, 0.42418, -4.13929], [-0.62872, 1.37441, -3.14772], [-0.91964, 2.72990, -3.43848], [-0.88130, 3.51835, -2.13046], [0.11651, 3.10225, -1.20240], [1.43560, 3.59209, -1.43927], [2.29185, 2.62364, -2.22593], [2.37572, 1.39825, -1.50222], [3.35418, 0.49865, -2.00927], [3.41593, -0.70311, -1.08806], [2.14602, -1.31346, -0.86814], [2.74324, -3.10264, -1.72680], [1.08265, -3.00301, -1.13932], [1.10775, -3.05877, -3.57430], [2.22704, -1.69846, -3.66495], [-0.19194, -1.33551, -5.03646], [1.01244, -0.09917, -4.61458], [-1.94467, -0.05574, -3.83854], [-1.16973, 0.90592, -5.10717], [-1.92749, 2.82978, -3.85495], [-0.21241, 3.11519, -4.18189], [-1.82960, 3.39838, -1.60645], [-0.76097, 4.58271, -2.35399], [1.88261, 3.75737, -0.45746], [1.39123, 4.55203, -1.96137], [3.29162, 3.04986, -2.36010], [1.86313, 2.43405, -3.21528], [4.33833, 0.97951, -2.03384], [3.09797, 0.21192, -3.03448], [3.77109, -0.38425, -0.10913], [4.12506, -1.43783, -1.47899], [-3.93888, 1.45268, 1.91641], [-2.98388, 1.71895, 0.93140], [-1.90171, 0.97502, 1.10145], [-2.11285, 0.22974, 2.21329], [-3.35486, 0.48792, 2.69598], [-1.11034, -0.87369, 2.62109], [0.34198, -0.33704, 2.68056], [1.22024, -0.38790, 3.71000], [2.36715, 0.27603, 3.35147], [2.11657, 0.71082, 2.04992], [0.91137, 0.32922, 1.65099], [-1.25760, -2.06299, 1.66711], [-1.76758, -3.30590, 1.81275], [-1.92998, -3.86184, 0.56702], [-1.49901, -2.86871, -0.31467], [-1.09394, -1.79227, 0.34517], [-1.45046, -1.24455, 4.11673], [-1.65099, -0.38324, 5.06741], [-1.72182, -1.12228, 6.32333], [-1.51310, -2.44518, 5.94394], [-1.33024, -2.54009, 4.63810], [-4.91488, 1.88697, 2.03197], [-3.04323, 2.40317, 0.10143], [-3.76823, -0.04354, 3.53529], [1.00362, -0.90761, 4.62704], [3.25396, 0.41874, 3.94130], [2.74501, 1.28257, 1.38722], [-1.97343, -3.72389, 2.78174], [-2.30974, -4.83916, 0.33260], [-1.46326, -2.87723, -1.39259], [-1.72347, 0.67835, 4.88879], [-1.86830, -0.70969, 7.30793], [-1.48169, -3.33099, 6.55616]],
  "forces_ev_per_a": [[0.21, 0.13, -0.33], [0.04, -0.08, 0.07], [0.04, -0.07, -0.03], [-0.01, 0.01, 0.00], [0.01, 0.00, -0.04], [-0.05, 0.02, -0.04], [-0.06, -0.06, 0.05], [-0.01, 0.09, 0.04], [0.01, 0.05, 0.00], [0.02, -0.02, -0.15], [0.00, -0.06, 0.01], [-0.09, -0.07, -0.08], [0.08, 0.07, 0.26], [-0.15, -0.05, -0.08], [0.00, 0.07, 0.03], [-0.10, 0.03, -0.17], [-0.03, -0.01, 0.02], [-0.02, 0.03, 0.00], [0.02, 0.02, 0.00], [0.01, 0.03, 0.02], [0.00, -0.01, 0.03], [-0.01, 0.00, 0.00], [0.00, 0.01, -0.01], [0.03, 0.01, 0.02], [0.03, 0.03, -0.04], [0.04, -0.02, 0.06], [0.02, -0.06, 0.01], [-0.05, -0.01, 0.01], [-0.02, 0.00, -0.01], [0.04, -0.01, 0.00], [-0.01, 0.03, 0.04], [0.02, -0.03, -0.02], [-0.01, -0.01, 0.03], [-0.04, 0.01, -0.01], [0.02, 0.01, 0.05], [0.00, 0.04, -0.02], [-0.03, -0.01, -0.02], [-0.01, -0.05, -0.10], [0.10, 0.05, 0.26], [-0.03, -0.02, 0.00], [0.01, -0.02, -0.04], [-0.01, 0.06, -0.12], [0.00, 0.02, 0.00], [0.00, -0.01, 0.02], [0.01, 0.00, -0.01], [0.05, -0.03, -0.08], [-0.13, -0.01, 0.09], [-0.03, -0.03, 0.08], [-0.06, -0.08, 0.00], [-0.02, 0.04, -0.06], [0.04, -0.03, -0.06], [0.05, -0.03, 0.24], [0.05, 0.21, -0.13], [-0.05, -0.15, 0.15], [0.02, 0.38, -0.02], [0.09, -0.43, -0.45], [-0.06, -0.02, 0.50], [-0.03, 0.02, 0.01], [0.00, 0.04, 0.00], [0.00, -0.01, 0.04], [-0.02, -0.01, 0.01], [0.02, 0.01, 0.02], [0.02, 0.01, -0.05], [0.02, 0.03, -0.06], [-0.01, -0.03, -0.01], [0.02, -0.03, -0.04], [0.00, 0.04, 0.02], [-0.04, 0.03, 0.03], [0.01, -0.02, 0.04]],
  "lowdin_spin": [0.00, 0.00, 0.00, 0.00, 0.00, 0.00, 0.00, 0.00, 0.00, 0.00, 0.00, 0.00, 0.00, 0.00, 0.00, 0.00, 0.00, 0.00, 0.00, 0.00, 0.00, 0.00, 0.00, 0.00, 0.00, 0.00, 0.00, 0.00, 0.00, 0.00, 0.00, 0.00, 0.00, 0.00, 0.00, 0.00, 0.00, 0.00, 0.00, 0.00, 0.00, 0.00, 0.00, 0.00, 0.00, 0.00, 0.00, 0.00, 0.00, 0.00, 0.00, 0.00, 0.07, 0.21, 0.39, 0.01, 0.29, 0.00, 0.00, 0.00, 0.00, 0.00, 0.00, 0.00, 0.00, 0.00, 0.00, 0.02, 0.00]
}

{
  "formula": "C22H32Br2Ge2N3O8P2W",
  "method": "ωB97M-V with the def2-TZVPD basis set",
  "total_charge": 0,
  "orbital_gap_ev": [3.2, 3.2],
  "e_homo_ev": [-7.757, -7.779],
  "s2": 0.767,
  "e_above_lowest_ev": 5.064,
  "multiplicity": 2,
  "elements": ["W", "Br", "C", "Br", "H", "H", "O", "P", "O", "O", "O", "P", "O", "O", "O", "H", "H", "C", "Ge", "C", "C", "Ge", "C", "C", "C", "C", "C", "C", "C", "C", "C", "C", "C", "C", "H", "H", "H", "H", "H", "H", "H", "H", "H", "H", "H", "H", "H", "H", "H", "H", "H", "H", "H", "C", "C", "C", "C", "O", "H", "H", "H", "H", "H", "H", "H", "H", "H", "N", "C", "N", "C", "N"],
  "coordinates": [[1.46156, 1.30968, -0.24235], [0.07940, 4.78298, 2.39459], [0.59670, 3.77545, 3.79928], [1.72266, 1.22990, 2.17659], [0.08824, 2.83062, 3.95786], [1.57996, 3.95906, 4.21251], [5.02378, 2.60191, -1.25006], [3.68532, 2.03907, -0.64347], [2.68000, 1.65439, -1.76267], [3.80172, 0.84310, 0.24926], [2.82497, 3.02284, 0.15603], [0.75544, 3.50043, -1.29435], [1.20154, 4.97107, -0.76899], [-0.43083, 3.68387, -2.16490], [0.37324, 2.72052, 0.04349], [5.74064, 2.66254, -0.60442], [0.53940, 5.60042, -1.09290], [-2.06173, -2.69732, -1.98889], [-1.77830, -2.24196, -0.05942], [-3.60475, -1.94792, 0.66363], [-1.02411, -3.86965, 0.78292], [-0.19658, -0.34490, 0.25157], [-0.50775, -0.88314, 2.23377], [-1.67061, -0.57955, 2.94303], [-1.86105, -1.01874, 4.24876], [-0.89857, -1.79231, 4.87713], [0.24960, -2.13891, 4.17874], [0.43790, -1.68490, 2.88421], [-1.73745, 1.00181, 0.19661], [-2.50270, 1.07184, -0.96676], [-3.48120, 2.04236, -1.13388], [-3.72582, 2.95660, -0.12405], [-3.00862, 2.87603, 1.06189], [-2.01812, 1.91752, 1.21325], [-1.76313, -3.72614, -2.18816], [-1.47812, -2.03782, -2.63028], [-3.11358, -2.58157, -2.24915], [-4.25772, -2.67745, 0.18434], [-3.96080, -0.94496, 0.43276], [-3.62637, -2.10205, 1.73848], [-1.40511, -4.75192, 0.26883], [-1.29171, -3.92528, 1.83595], [0.06026, -3.85380, 0.69554], [-2.44564, 0.01565, 2.48283], [-2.76865, -0.74510, 4.77413], [-1.03530, -2.11246, 5.90193], [1.00506, -2.75563, 4.64931], [1.36755, -1.91309, 2.37114], [-2.32983, 0.35117, -1.75877], [-4.03853, 2.08912, -2.06052], [-4.46161, 3.73800, -0.26464], [-3.20329, 3.58132, 1.86271], [-1.44424, 1.88008, 2.13438], [2.16983, -1.24998, -3.01604], [2.54125, -1.57072, -1.56413], [4.06724, -1.63140, -1.44024], [1.93144, -2.91662, -1.16940], [2.03498, -0.57965, -0.66985], [2.70289, -1.91630, -3.69445], [2.44109, -0.22400, -3.25441], [1.10009, -1.38569, -3.17869], [4.45516, -2.42651, -2.07796], [4.35707, -1.82268, -0.40745], [4.51065, -0.68516, -1.74530], [2.38185, -3.72333, -1.74716], [0.85415, -2.89763, -1.34713], [2.10378, -3.09622, -0.10685], [0.28572, 0.84501, -6.56345], [-0.00256, 0.92595, -5.44753], [-0.40355, 0.99029, -4.20729], [0.03908, 1.01181, -3.06373], [0.28672, 0.97007, -1.90774]],
  "forces_ev_per_a": [[4.02, -5.01, -1.67], [0.25, -0.60, 1.23], [0.49, -0.43, -2.62], [-0.18, 0.11, 2.33], [-0.40, 0.20, 0.40], [-0.13, 0.27, 0.35], [-0.17, 0.11, -0.09], [2.99, 0.89, 0.42], [1.46, -0.14, -1.80], [0.43, 0.24, -0.15], [0.44, 0.88, -0.02], [-2.19, 3.33, -1.31], [0.17, -0.09, 0.45], [0.42, 0.07, -0.29], [-2.52, 2.52, 0.97], [-0.03, -0.07, -0.06], [0.08, -0.10, -0.26], [0.09, 0.21, 0.31], [0.20, -0.88, -1.23], [0.52, 0.29, 0.00], [-0.08, 0.34, -0.04], [-5.10, -1.98, 2.73], [0.63, 0.09, -0.21], [0.05, -0.05, -0.07], [-0.01, 0.01, 0.05], [-0.03, 0.01, 0.03], [0.10, -0.05, 0.04], [0.02, 0.15, -0.14], [-0.21, -0.08, 0.03], [-0.03, -0.03, 0.28], [-0.01, -0.03, -0.08], [-0.07, 0.09, -0.01], [0.14, 0.09, 0.06], [-0.07, 0.00, -0.31], [0.01, -0.03, 0.00], [0.01, -0.01, -0.08], [-0.03, -0.01, -0.02], [0.07, -0.05, -0.08], [-0.04, 0.00, 0.01], [0.00, 0.00, 0.07], [-0.04, 0.00, -0.03], [0.01, 0.02, 0.06], [0.00, -0.09, 0.06], [-0.05, -0.11, 0.04], [-0.01, -0.02, 0.01], [-0.03, -0.06, -0.01], [0.03, 0.00, 0.02], [0.01, -0.14, 0.02], [-0.03, 0.04, -0.09], [-0.02, 0.02, -0.01], [-0.06, -0.04, 0.04], [-0.06, 0.02, 0.02], [0.03, 0.06, 0.00], [-0.09, 0.09, 0.18], [0.20, -0.05, -0.34], [-0.15, 0.13, 0.15], [0.01, 0.34, 0.11], [-0.78, -0.02, 0.57], [0.00, -0.06, 0.04], [0.06, -0.02, -0.08], [-0.02, 0.00, -0.04], [-0.01, -0.03, -0.01], [0.01, 0.01, 0.01], [0.03, -0.03, -0.04], [-0.05, -0.04, -0.02], [0.04, -0.09, -0.03], [0.05, -0.07, 0.00], [-0.04, 0.06, 0.04], [0.42, -0.12, -0.15], [-0.65, 0.16, 0.02], [0.05, -0.28, 0.27], [-0.12, 0.09, -0.02]],
  "lowdin_spin": [0.00, -0.01, -0.01, 0.02, 0.00, 0.00, 0.00, 0.01, 0.10, 0.00, 0.04, 0.34, 0.07, 0.20, 0.14, 0.00, 0.01, 0.00, 0.00, 0.00, 0.00, 0.01, 0.00, 0.00, 0.00, 0.00, 0.00, 0.00, 0.01, 0.00, 0.00, 0.00, 0.00, 0.00, 0.00, 0.00, 0.00, 0.00, 0.00, 0.00, 0.00, 0.00, 0.00, 0.00, 0.00, 0.00, 0.00, 0.00, 0.00, 0.00, 0.00, 0.00, 0.00, 0.00, 0.00, 0.00, 0.00, 0.00, 0.00, 0.00, 0.00, 0.00, 0.00, 0.00, 0.00, 0.00, 0.00, 0.01, 0.00, 0.01, 0.01, 0.02]
}

| no. | calculated total energy (Eh) |
| --- | --- |
| 1 | -2668.370894 |
| 2 | -1888.966516 |
| 3 | -11675.277752 |